C37H45CrF4Ge2N3O7S | ωB97M-V with the def2-TZVPD basis set

highest occupied orbital energy (alpha / beta) = -0.2546 / -0.3705 Ha
E_LUMO (alpha / beta) = -2.67 / -3.51 eV
charge = +1
ΔE to the lowest compared entry with this formula, charge and spin = 18.1 kcal per mole
2S+1 = 6

Element x y z (Å)
Ge (0.1877, -0.2112, -2.6881)
Ge (-1.4639, -1.9784, -3.1833)
Cr (-0.0203, -0.0246, 0.0091)
S (2.6346, -0.0547, 0.1272)
F (4.4532, 0.1011, 2.0161)
F (2.7431, 1.3749, 2.3415)
F (2.5901, -0.7693, 2.6676)
F (1.1268, 2.0814, 6.3327)
O (3.8465, -0.1846, -0.5911)
O (-1.3557, -1.3383, 0.0244)
O (1.6852, -1.1963, 0.1273)
O (-0.1149, 0.2422, 1.8861)
O (1.7575, 1.1065, -0.1855)
O (-1.3511, 1.4422, -0.2526)
O (-2.4660, -3.0927, 0.7783)
N (-1.2575, -2.6044, 4.6404)
N (0.4709, 0.1157, 8.2829)
N (0.9163, -0.5839, 10.5957)
C (-0.5175, -0.6699, 2.7549)
C (2.3491, -2.0264, -3.3311)
C (-0.3856, -1.2261, 6.4338)
C (-1.2557, -1.8371, 2.3730)
C (-3.3036, -1.4539, -2.7865)
C (-0.6055, -4.4631, 6.2260)
C (0.5092, 2.7216, -2.9854)
C (-0.2659, -0.4582, 4.1234)
C (0.2430, -0.0368, 6.8795)
C (1.9714, -0.6831, -3.2908)
C (-1.5499, -5.0472, 5.2146)
C (-1.0468, 2.8446, -0.0593)
C (4.1453, -0.0954, -4.1766)
C (-1.3669, 1.7606, -4.1246)
C (0.1846, 3.9682, -3.5002)
C (-1.6934, 3.0061, -4.6463)
C (-0.6433, -1.4332, 5.0953)
C (-1.5960, -2.7408, 3.3283)
C (-1.6610, -3.6036, 5.5896)
C (-2.1867, 3.5866, -0.7588)
C (1.6685, 0.8080, 8.7251)
C (3.1319, 0.1792, 1.9156)
C (3.6013, -2.4027, -3.7897)
C (-1.2126, -2.1106, -5.1350)
C (0.3515, 0.7305, 4.5825)
C (-2.7923, 1.3277, -0.1667)
C (-3.2728, 2.5119, -0.9841)
C (4.5033, -1.4361, -4.2104)
C (1.8242, 0.5553, 10.2413)
C (-1.7342, -2.1439, 0.9900)
C (-0.2533, 1.5939, -3.3008)
C (2.8912, 0.2760, -3.7214)
C (0.5699, 0.9101, 5.9274)
C (-0.9144, 4.1119, -4.3381)
C (-0.5223, -0.1646, 10.4739)
C (-0.6768, 0.5034, 9.0918)
C (-1.0477, -3.6676, -2.3013)
H (-2.3323, -5.7090, 5.5559)
H (1.4996, 1.4029, 10.8416)
H (-1.6944, -1.2828, -5.6565)
H (2.6320, 1.3258, -3.7153)
H (-1.0252, 3.0274, 1.0173)
H (-1.9935, 0.9121, -4.3804)
H (1.6653, -2.7982, -2.9980)
H (1.3578, 2.6337, -2.3156)
H (-3.9638, -2.1582, -3.2979)
H (-3.0672, 1.4087, 0.8889)
H (-0.7284, -4.7350, 7.2658)
H (4.8456, 0.6618, -4.5047)
H (-1.6745, -3.0404, -5.4754)
H (-0.6290, -1.9869, 7.1623)
H (-1.1414, -5.2854, 4.2427)
H (2.8391, 0.2899, 10.5251)
H (-1.5877, 0.1551, 8.6130)
H (1.1198, -0.9697, 11.5143)
H (-1.1238, -1.0652, 10.5778)
H (1.0592, -1.3012, 9.8778)
H (-0.7531, 1.5934, 9.2004)
H (-3.3190, 2.2372, -2.0369)
H (-1.8566, 4.0105, -1.7052)
H (-3.0659, 0.3497, -0.5409)
H (-2.5019, -3.3083, 6.2101)
H (-1.4545, -4.4732, -2.9164)
H (-4.2636, 2.8392, -0.6743)
H (5.4837, -1.7265, -4.5652)
H (0.7906, 4.8292, -3.2469)
H (-3.5480, -0.4512, -3.1393)
H (-1.1636, 5.0829, -4.7467)
H (-2.1615, -3.6197, 3.0605)
H (-1.5328, -3.6920, -1.3273)
H (0.4120, -4.2884, 5.9033)
H (-2.5536, 3.1087, -5.2958)
H (-3.4902, -1.5346, -1.7182)
H (0.0175, -3.8479, -2.1706)
H (-2.5466, 4.4000, -0.1308)
H (3.8742, -3.4498, -3.8147)
H (1.6370, 1.8881, 8.5590)
H (-0.7336, 0.5076, 11.3027)
H (2.5204, 0.4110, 8.1749)
H (-0.0598, 3.0217, -0.4768)
H (0.6329, 1.5002, 3.8808)
H (-0.1593, -2.1327, -5.4155)

C37H45I2N6O7 | ωB97M-V with the def2-TZVPD basis set

highest occupied orbital energy = -0.1748 Ha
E_LUMO = 1.80 eV
charge = -1

Element x y z (Å)
I (6.3575, 5.9144, 4.1073)
I (6.4014, 1.9132, 3.5216)
O (3.7428, 4.1259, -0.6530)
O (2.5835, 1.5844, 0.8943)
O (5.3349, 5.6112, -1.8339)
O (0.6935, 1.9689, -0.9906)
O (0.5035, 4.1726, 0.7780)
O (5.7711, 3.0411, -0.4290)
O (3.6627, 6.4815, -0.5036)
N (-1.6190, -7.8280, 1.5747)
N (-5.3607, -0.7738, -0.1100)
N (7.8606, -0.6895, -2.5627)
N (4.3007, 3.0870, 1.5129)
N (-8.8710, -4.2935, -2.1953)
N (-1.1454, -3.2875, -1.0890)
C (8.2279, 1.9620, -3.3564)
C (0.4731, 3.2780, -1.5645)
C (7.1384, 1.6085, -2.5740)
C (8.9050, -0.3200, -3.3213)
C (-0.3262, 4.3589, 1.9518)
C (-4.2373, -2.8789, 0.2158)
C (-1.2363, -3.4258, -2.4224)
C (-5.3219, -3.3633, 0.9330)
C (0.3179, 3.6155, 3.2573)
C (4.7025, 3.3821, 0.1286)
C (9.1328, 0.9811, -3.7396)
C (-1.7999, -7.4562, 2.8524)
C (-0.9839, -1.0902, -2.8028)
C (3.7851, 1.7057, 1.6924)
C (-1.1602, -2.3685, -3.3139)
C (-11.1273, -3.9088, -1.4499)
C (7.0014, 0.2800, -2.2046)
C (-9.3548, -2.5169, -0.6444)
C (-10.1796, -4.5953, -2.1914)
C (-6.3970, -1.2684, 0.5859)
C (1.9016, 1.3508, -1.4847)
C (-10.7018, -2.8495, -0.6611)
C (-4.3043, -1.5861, -0.2801)
C (5.3048, 3.5068, 2.5209)
C (-8.4856, -3.2630, -1.4247)
C (3.4735, 5.3817, 3.2064)
C (-0.8889, -0.9176, -1.4293)
C (-1.3774, -6.8475, 0.6886)
C (-0.3027, 4.1463, -0.4310)
C (-0.9733, -2.0397, -0.6212)
C (4.7167, 4.4833, 3.6778)
C (-1.3061, -5.5039, 1.0226)
C (-1.7523, -6.1415, 3.2873)
C (-1.4991, -5.1488, 2.3506)
C (2.7531, 0.7125, -0.2443)
C (-6.4260, -2.5447, 1.1250)
C (4.2508, 5.4472, -0.9773)
H (-1.4529, -4.1077, 2.6527)
H (-1.3143, 3.5996, -0.2796)
H (-0.9009, -1.9569, 0.4591)
H (-5.3067, -4.3693, 1.3385)
H (-1.2373, -2.5394, -4.3805)
H (-11.4134, -2.2882, -0.0651)
H (-0.3721, 2.7764, 3.6120)
H (-1.1054, -4.7522, 0.2623)
H (-0.2258, 3.1972, -2.4824)
H (-1.9086, -5.8995, 4.3315)
H (6.0921, 4.1417, 1.9562)
H (4.5004, 0.8692, 1.3836)
H (1.7061, 0.5594, -2.3110)
H (-3.4808, -1.1607, -0.8437)
H (0.4667, 4.3900, 4.1055)
H (-7.2371, -0.5917, 0.7063)
H (6.4126, 2.3478, -2.2579)
H (2.2478, -0.2965, -0.0070)
H (2.7294, 4.8477, 2.5184)
H (2.8788, 5.6473, 4.1664)
H (-7.2891, -2.8904, 1.6806)
H (-8.9889, -1.6972, -0.0403)
H (-0.5354, 5.2152, -0.7646)
H (-1.3716, 3.8685, 1.8299)
H (-10.4625, -5.4328, -2.8210)
H (-0.9210, -0.2362, -3.4687)
H (6.1678, -0.0455, -1.5904)
H (-0.4874, 5.4736, 2.2193)
H (-1.9914, -8.2678, 3.5472)
H (4.5470, 3.9319, 4.6802)
H (-7.4238, -3.0402, -1.4486)
H (9.9948, 1.2221, -4.3499)
H (-12.1711, -4.1949, -1.4875)
H (1.3353, 3.1321, 2.9912)
H (8.3706, 2.9920, -3.6649)
H (1.4227, 3.8616, -1.8136)
H (9.5820, -1.1225, -3.5981)
H (-3.3599, -3.4906, 0.0465)
H (-1.3770, -4.4435, -2.7730)
H (-1.2373, -7.1760, -0.3366)
H (3.8227, 0.6174, -0.6330)
H (2.6353, 2.1050, -1.9747)
H (3.4551, 1.5589, 2.7938)
H (-0.7515, 0.0666, -0.9968)
H (3.7970, 6.3845, 2.7285)

C37H45N2OPReS5Sb | ωB97M-V with the def2-TZVPD basis set

highest occupied orbital energy (alpha / beta) = -0.3182 / -0.3410 Ha
E_LUMO (alpha / beta) = -2.64 / -3.66 eV
charge = +1
ΔE to the lowest compared entry with this formula, charge and spin = 15.9 kcal per mole
2S+1 = 4

Element x y z (Å)
Re (-6.0242, -18.6992, 8.7726)
Sb (-7.3098, -17.8378, 6.5447)
S (-7.2438, -20.4637, 9.8140)
S (-7.5631, -17.3601, 9.9500)
S (-9.9036, -20.7319, 11.2743)
S (-10.0228, -17.8747, 11.7925)
S (-12.0855, -19.6270, 13.1283)
P (-3.7193, -16.7019, 10.1914)
O (-10.4617, -13.5177, 8.0142)
N (-4.5429, -17.8401, 9.4008)
N (-5.0043, -20.2052, 7.7100)
C (-5.5792, -15.8424, 12.0420)
C (-3.6477, -14.4242, 6.8144)
C (-10.2091, -12.6467, 10.1837)
C (-11.5501, -13.9931, 8.8125)
C (-3.2576, -23.3559, 5.4432)
C (-4.3567, -16.4697, 11.8486)
C (-4.2535, -16.8546, 14.2687)
C (-9.7477, -12.4901, 8.7378)
C (-7.5300, -15.5609, 6.4655)
C (-2.0144, -17.1844, 10.2693)
C (-8.6357, -15.0360, 5.5866)
C (-3.6831, -16.8997, 13.0121)
C (-9.2018, -19.8724, 5.2384)
C (-1.7113, -18.3241, 11.0483)
C (-8.6415, -19.7625, 10.5062)
C (-0.3609, -18.7031, 11.1664)
C (-5.7354, -20.8976, 6.7779)
C (-4.4584, -13.0586, 8.5724)
C (-5.5692, -16.3237, 14.4537)
C (-3.6853, -20.4739, 7.8900)
C (-5.7280, -18.1700, 4.9505)
C (0.6511, -17.9256, 10.6324)
C (-9.3018, -18.8099, 6.3033)
C (-11.6627, -13.0210, 10.0029)
C (-6.2457, -15.8988, 13.2933)
C (-5.1816, -21.9875, 6.1502)
C (0.3368, -16.7511, 9.9615)
C (-0.9874, -16.3268, 9.7915)
C (-3.5360, -15.5242, 7.6463)
C (-3.0448, -21.5144, 7.2274)
C (-8.8352, -18.3987, 10.6700)
C (-10.7888, -19.4424, 12.1546)
C (-3.8272, -22.3158, 6.3354)
C (-4.1709, -13.2050, 7.2084)
C (-3.8758, -15.3392, 9.0027)
C (-4.2605, -14.0772, 9.5168)
C (-5.7316, -16.9197, 3.9982)
H (-8.1513, -20.1615, 5.1497)
H (-2.3904, -23.0599, 4.8705)
H (-5.9872, -16.2213, 15.4305)
H (-2.9786, -24.2911, 5.9591)
H (-12.4116, -14.1333, 8.1718)
H (-11.2427, -15.0324, 9.1619)
H (-9.9500, -11.4118, 8.3907)
H (-12.0463, -13.4024, 10.9367)
H (-5.2739, -16.0400, 4.5336)
H (1.6963, -18.1489, 10.6804)
H (-4.3571, -13.9276, 10.5828)
H (1.1182, -16.1605, 9.4902)
H (-6.7907, -16.6944, 3.7075)
H (-9.7809, -13.5110, 10.6982)
H (-8.7047, -12.7286, 8.4287)
H (-10.1037, -18.0579, 6.1092)
H (-1.2903, -15.4047, 9.2644)
H (-4.7834, -18.2743, 5.5280)
H (-7.7734, -15.2852, 7.5031)
H (-3.1911, -16.4535, 7.3513)
H (-7.2807, -15.5859, 13.3218)
H (-9.7127, -20.7891, 5.5472)
H (-4.7864, -12.1437, 9.0106)
H (-8.7955, -13.9741, 5.8003)
H (-5.1430, -17.1781, 3.0859)
H (-4.1050, -23.6717, 4.8015)
H (-2.6258, -17.1540, 12.9124)
H (-6.6538, -20.3847, 6.5304)
H (-2.0319, -21.7752, 7.5266)
H (-9.5860, -15.5534, 5.8210)
H (-8.4898, -15.2214, 4.5378)
H (-12.2921, -12.2078, 9.6652)
H (-5.8567, -22.5223, 5.5001)
H (-0.1431, -19.6805, 11.6038)
H (-9.8903, -11.7859, 10.8106)
H (-4.3961, -12.4199, 6.5076)
H (-9.5565, -19.2421, 7.2684)
H (-2.4687, -18.9627, 11.5207)
H (-9.5644, -19.5326, 4.2950)
H (-3.6938, -17.2039, 15.1240)
H (-6.1060, -15.3592, 11.2115)
H (-3.2128, -19.9073, 8.6831)
H (-6.6029, -15.1067, 6.1632)
H (-6.0292, -19.0576, 4.4463)
H (-3.2887, -14.5484, 5.7345)

Number 1: E_tot -8123.620522 a.u.. Number 2: E_tot -2887.355342 a.u.. Number 3: E_tot -4272.148599 a.u..